A structure of composition C14H27N2SYb at a distorted geometry, computed with ωB97M-V/def2-TZVPD.

Element x y z (Å)
C1 -3.18 -0.36 0.82
H1 -3.84 -0.67 1.65
H2 -3.34 0.71 0.65
H3 -2.14 -0.50 1.18
C2 -3.46 -1.17 -0.44
H4 -2.76 -0.87 -1.23
H5 -3.26 -2.24 -0.25
C3 -4.90 -1.00 -0.94
H6 -5.08 -1.59 -1.84
H7 -5.62 -1.33 -0.18
H8 -5.11 0.05 -1.17
C4 1.83 0.87 -0.68
C5 0.99 0.86 -1.86
C6 -0.12 1.70 -1.58
C7 0.07 2.31 -0.28
C8 1.30 1.85 0.25
C9 1.98 2.33 1.48
C10 -0.84 3.31 0.31
C11 -1.26 1.99 -2.48
C12 1.29 0.16 -3.14
C13 3.13 0.21 -0.57
Yb1 -0.10 0.08 -0.06
H9 -0.67 3.44 1.39
H10 -0.71 4.29 -0.16
H11 -1.89 3.03 0.18
H12 1.27 2.75 2.21
H13 2.51 1.52 1.99
H14 2.72 3.11 1.26
H15 3.18 -0.74 -1.11
H16 3.91 0.87 -0.99
H17 3.42 0.00 0.47
H18 0.39 -0.03 -3.73
H19 1.97 0.76 -3.77
H20 1.77 -0.80 -2.97
H21 -2.21 2.03 -1.94
H22 -1.13 2.97 -2.97
H23 -1.37 1.25 -3.28
N1 2.85 -2.20 2.68
C14 1.75 -2.57 1.96
N2 1.28 -3.84 1.93
S1 1.00 -1.47 1.12
H24 3.36 -2.89 3.24
H25 3.21 -1.22 2.70
H26 0.44 -4.12 1.38
H27 1.74 -4.58 2.46

Results
Gap between HOMO and LUMO (spin up / spin down)   8.26 / 8.12 eV
Net charge   +2
⟨S²⟩   0.751
Spin multiplicity   2

Results of the natural (NBO) charge analysis, in e, for atoms 1 through 6: atom 1 (C): -0.5806, atom 2 (H): 0.2702, atom 3 (H): 0.2223, atom 4 (H): 0.1250, atom 5 (C): -0.3977, atom 6 (H): 0.1663

=====

A structure of composition C14H27N5O6Tb at a distorted geometry, computed with ωB97M-V/def2-TZVPD.

Element x y z (Å)
Tb1 0.54 1.04 -0.40
O1 -1.33 1.84 -1.54
C1 -1.45 3.14 -2.01
C2 -1.25 4.04 -0.80
N1 0.12 3.81 -0.25
C3 1.28 4.29 -0.99
C4 1.98 2.90 -1.33
O2 1.37 2.26 -2.26
O3 2.63 2.33 -0.46
C5 0.06 4.08 1.19
C6 -0.50 2.85 1.99
O4 -1.39 2.89 2.82
O5 0.14 1.73 1.59
H1 -2.14 1.39 -1.46
H2 -2.43 3.38 -2.44
H3 -0.79 3.38 -2.83
H4 -1.92 3.79 -0.04
H5 -1.53 5.09 -1.00
H6 1.91 5.01 -0.44
H7 0.95 4.81 -1.87
H8 -0.57 4.89 1.47
H9 1.07 4.13 1.64
C7 -2.84 -0.30 3.02
N2 -2.76 -1.31 2.00
C8 -3.76 -2.39 1.94
C9 -2.05 -0.94 0.97
N3 -1.36 -0.49 0.14
H10 -3.88 0.10 3.14
H11 -2.24 0.58 2.82
H12 -2.60 -0.71 4.01
H13 -3.63 -3.12 2.73
H14 -3.65 -2.90 1.03
H15 -4.78 -1.91 1.94
C10 0.97 -3.96 0.66
N4 1.84 -2.76 0.43
C11 2.13 -1.94 1.52
C12 1.73 -2.17 -0.80
O6 1.61 -0.91 -0.82
N5 1.88 -2.98 -1.89
C13 1.70 -2.36 -3.26
C14 2.67 -4.23 -1.85
H16 0.09 -3.58 1.22
H17 1.52 -4.73 1.24
H18 0.62 -4.38 -0.26
H19 2.57 -2.52 2.32
H20 1.28 -1.41 1.94
H21 2.81 -1.17 1.19
H22 2.26 -2.90 -4.02
H23 1.91 -1.26 -3.17
H24 0.67 -2.54 -3.56
H25 3.00 -4.45 -0.79
H26 3.51 -4.31 -2.48
H27 2.02 -5.11 -1.93

Results
Energy above the lowest of the compared OMol25 structures with the same formula, charge and spin   46.42 kJ/mol
Gap between HOMO and LUMO (spin up / spin down)   9.59 / 9.61 eV
Net charge   +1
⟨S²⟩   12.680
Spin multiplicity   7

Results of the Mulliken charge analysis, in e, for atoms 1 through 6: atom 1 (Tb): 0.7576, atom 2 (O): -0.1618, atom 3 (C): -0.5893, atom 4 (C): -0.8113, atom 5 (N): 0.4374, atom 6 (C): -0.9249

=====

A cluster of 2 separate species, C14H27NO7P in total at a distorted geometry, computed with ωB97M-V/def2-TZVPD.

Element x y z (Å)
C1 4.33 -1.74 2.59
C2 3.49 -2.35 1.47
N1 2.94 -1.31 0.60
C3 1.91 -0.52 1.31
C4 1.10 0.44 0.47
P1 -0.10 1.44 1.59
O1 -0.94 2.02 0.13
C5 -2.04 1.23 -0.22
C6 -1.96 -0.12 0.51
C7 -3.32 -0.66 0.91
C8 -3.17 -2.01 1.57
C9 -2.88 -3.20 0.72
O2 -4.15 -2.99 1.29
O3 -1.21 0.06 1.67
C10 2.47 -1.95 -0.59
C11 1.13 -2.66 -0.55
O4 3.16 -2.01 -1.58
H1 4.71 -0.78 2.26
H2 3.73 -1.55 3.48
H3 5.17 -2.39 2.86
H4 2.68 -2.95 1.90
H5 4.11 -3.01 0.86
H6 2.45 0.09 2.03
H7 1.24 -1.17 1.90
H8 1.77 1.16 0.00
H9 0.52 -0.06 -0.30
H10 0.79 2.59 1.57
H11 0.55 0.96 2.79
H12 -1.03 2.19 2.41
H13 -1.96 1.01 -1.30
H14 -2.98 1.75 0.00
H15 -1.44 -0.85 -0.12
H16 -3.99 -0.82 0.06
H17 -3.76 0.03 1.64
H18 -2.75 -2.01 2.56
H19 -2.22 -3.88 1.23
H20 -2.72 -2.89 -0.31
H21 0.35 -2.01 -0.95
H22 1.19 -3.52 -1.21
H23 0.83 -2.96 0.45
C12 -1.40 3.99 -2.82
C13 -0.16 3.15 -3.09
O5 -0.16 3.08 -4.52
C14 -0.84 4.13 -5.01
O6 -0.88 4.45 -6.16
O7 -1.49 4.78 -4.02
H24 -1.30 4.63 -1.95
H25 -2.30 3.38 -2.73
H26 0.75 3.65 -2.76
H27 -0.21 2.16 -2.65

Results
Energy above the lowest of the compared OMol25 structures with the same formula, charge and spin   0.00 kJ/mol
Gap between HOMO and LUMO   7.62 eV
Net charge   -1

Results of the natural (NBO) charge analysis, in e, for atoms 1 through 6: atom 1 (C): -0.6212, atom 2 (C): -0.2118, atom 3 (N): -0.5069, atom 4 (C): -0.2441, atom 5 (C): -0.7299, atom 6 (P): 1.1830

=====

A cluster of 2 separate species, C14H27O5P in total at a distorted geometry, computed with ωB97M-V/def2-TZVPD.

Element x y z (Å)
C1 5.65 -0.34 -0.12
C2 4.41 -0.72 0.22
C3 3.59 0.02 1.26
C4 2.12 -0.36 1.33
C5 1.43 0.48 2.42
C6 1.26 1.95 2.05
O1 1.47 -0.02 0.07
C7 0.89 -1.14 -0.43
O2 0.67 -1.37 -1.57
O3 0.60 -1.95 0.64
C8 1.82 -1.87 1.39
P1 1.84 -2.96 2.90
O4 1.03 -2.12 4.05
O5 3.43 -2.86 3.26
H1 6.34 0.01 0.64
H2 5.98 -0.32 -1.15
H3 3.99 -1.58 -0.29
H4 4.02 -0.12 2.26
H5 3.68 1.07 1.02
H6 2.07 0.43 3.31
H7 0.47 0.03 2.68
H8 0.96 2.08 1.02
H9 2.17 2.52 2.25
H10 0.49 2.39 2.69
H11 2.58 -2.37 0.77
H12 1.46 -1.31 4.37
H13 3.73 -1.99 3.56
C9 -1.27 1.74 -1.67
C10 -2.53 1.32 -0.91
C11 -2.97 -0.11 -1.21
C12 -3.35 -0.37 -2.67
C13 -4.46 0.53 -3.21
C14 -5.79 0.35 -2.48
H14 -1.43 1.72 -2.75
H15 -0.98 2.76 -1.40
H16 -0.44 1.08 -1.43
H17 -3.34 2.02 -1.12
H18 -2.33 1.40 0.17
H19 -3.81 -0.37 -0.56
H20 -2.16 -0.80 -0.94
H21 -3.65 -1.41 -2.77
H22 -2.46 -0.26 -3.30
H23 -4.61 0.29 -4.27
H24 -4.16 1.57 -3.18
H25 -6.14 -0.68 -2.54
H26 -6.56 0.99 -2.92
H27 -5.71 0.62 -1.43

Results
Energy above the lowest of the compared OMol25 structures with the same formula, charge and spin   0.00 kJ/mol
Gap between HOMO and LUMO   9.47 eV

Results of the natural (NBO) charge analysis, in e, for atoms 1 through 6: atom 1 (C): -0.3850, atom 2 (C): -0.1792, atom 3 (C): -0.4790, atom 4 (C): 0.2640, atom 5 (C): -0.4128, atom 6 (C): -0.6212

=====

A structure of composition C14H28AlNO6S2 at a distorted geometry, computed with ωB97M-V/def2-TZVPD.

Element x y z (Å)
C1 1.84 -2.42 2.37
C2 1.73 -0.90 2.49
C3 3.02 -0.18 2.08
C4 2.82 1.28 1.67
C5 3.90 1.82 0.71
C6 3.35 2.53 -0.54
C7 2.92 1.64 -1.70
C8 2.24 0.32 -1.31
C9 1.56 -0.33 -2.51
C10 0.73 -1.60 -2.23
C11 0.20 -1.80 -0.81
S1 -1.22 -0.83 -0.44
O1 -1.52 -0.85 0.96
O2 -1.28 0.39 -1.17
N1 -2.47 -1.82 -1.05
S2 -4.05 -1.72 -0.71
O3 -4.64 -2.17 -1.94
O4 -4.13 -2.59 0.43
C12 -4.58 -0.04 -0.35
O5 -5.87 -0.26 0.07
C13 -6.37 0.69 1.04
C14 -7.42 1.58 0.47
O6 -5.93 0.65 2.13
H1 1.25 -2.93 3.13
H2 1.52 -2.79 1.40
H3 2.88 -2.74 2.50
H4 0.91 -0.52 1.85
H5 1.48 -0.64 3.52
H6 3.49 -0.74 1.26
H7 3.73 -0.22 2.91
H8 2.83 1.90 2.57
H9 1.83 1.41 1.23
H10 4.49 2.57 1.25
H11 4.61 1.03 0.43
H12 4.17 3.24 -0.83
H13 2.54 3.22 -0.29
H14 2.23 2.21 -2.33
H15 3.75 1.37 -2.41
H16 2.99 -0.36 -0.89
H17 1.51 0.56 -0.53
H18 0.95 0.42 -3.02
H19 2.34 -0.61 -3.22
H20 1.30 -2.49 -2.48
H21 -0.13 -1.59 -2.91
H22 -0.14 -2.83 -0.69
H23 0.89 -1.60 0.01
H24 -4.46 0.54 -1.27
H25 -3.92 0.34 0.44
H26 -7.56 2.42 1.14
H27 -7.17 1.91 -0.53
H28 -8.35 1.01 0.40
Al1 5.24 2.52 -2.31

Results
Gap between HOMO and LUMO   4.17 eV
Net charge   +2

Results of the natural (NBO) charge analysis, in e, for atoms 1 through 6: atom 1 (C): -0.6066, atom 2 (C): -0.3983, atom 3 (C): -0.3973, atom 4 (C): -0.3998, atom 5 (C): -0.4249, atom 6 (C): -0.4160

=====

A structure of composition C14H28BNO6S, computed with ωB97M-V/def2-TZVPD.

Element x y z (Å)
C1 2.88 -2.45 0.23
C2 2.22 -1.78 -0.97
C3 2.23 -0.23 -1.00
C4 2.54 0.50 0.30
C5 1.98 1.93 0.28
C6 0.48 1.99 0.67
C7 -0.46 2.41 -0.47
C8 -1.53 1.38 -0.85
C9 -2.74 1.28 0.08
O1 -2.41 1.59 1.48
S1 -2.33 0.26 2.35
O2 -3.51 0.18 3.15
O3 -1.05 0.10 2.94
O4 -2.43 -0.75 1.13
C10 -3.34 -0.11 0.20
B1 -3.67 -0.94 -1.11
O5 -3.92 -0.21 -2.23
O6 -3.76 -2.30 -1.13
C11 -4.50 -3.01 -0.12
C12 -3.59 -3.77 0.84
H1 2.63 -3.52 0.25
H2 3.97 -2.39 0.18
H3 2.55 -2.04 1.18
H4 1.19 -2.14 -1.07
H5 2.73 -2.14 -1.86
H6 2.95 0.11 -1.76
H7 1.26 0.12 -1.36
H8 2.09 -0.03 1.15
H9 3.62 0.53 0.48
H10 2.55 2.54 0.99
H11 2.13 2.36 -0.71
H12 0.35 2.67 1.51
H13 0.18 1.01 1.04
H14 -0.95 3.36 -0.25
H15 0.13 2.58 -1.37
H16 -1.08 0.40 -1.00
H17 -1.96 1.67 -1.82
H18 -3.50 2.00 -0.23
H19 -4.31 0.00 0.73
H20 -4.26 -0.78 -2.93
H21 -5.16 -3.69 -0.65
H22 -5.15 -2.31 0.42
H23 -2.57 -3.38 0.78
H24 -3.57 -4.83 0.61
H25 -3.93 -3.66 1.87
C13 6.17 2.52 0.03
C14 5.20 2.70 -1.04
N1 4.42 2.84 -1.87
H26 7.17 2.71 -0.34
H27 5.95 3.21 0.85
H28 6.12 1.50 0.41

Results
Energy above the lowest of the compared OMol25 structures with the same formula, charge and spin   0.00 kJ/mol
Gap between HOMO and LUMO   10.83 eV

Results of the natural (NBO) charge analysis, in e, for atoms 1 through 6: atom 1 (C): -0.6078, atom 2 (C): -0.3967, atom 3 (C): -0.4014, atom 4 (C): -0.3901, atom 5 (C): -0.4024, atom 6 (C): -0.4076

=====

A cluster of 7 separate species, C14H28Br14 in total at a distorted geometry, computed with ωB97M-V/def2-TZVPD.

Element x y z (Å)
Br1 -18.30 12.88 19.21
C1 -17.22 13.16 20.89
C2 -16.95 11.83 21.57
Br2 -16.02 12.20 23.23
H1 -17.70 13.80 21.63
H2 -16.23 13.56 20.69
H3 -16.41 11.15 20.90
H4 -17.89 11.38 21.88
Br3 -25.73 22.89 24.51
C3 -24.97 22.55 22.73
C4 -24.73 21.03 22.35
Br4 -23.31 20.36 23.63
H5 -24.08 23.18 22.63
H6 -25.64 22.98 21.98
H7 -24.41 20.94 21.31
H8 -25.56 20.38 22.60
Br5 -17.82 17.41 16.64
C5 -16.95 18.13 18.26
C6 -16.77 16.95 19.26
Br6 -15.90 15.33 18.36
H9 -17.48 19.01 18.61
H10 -15.93 18.39 18.01
H11 -17.77 16.66 19.60
H12 -16.17 17.22 20.12
Br7 -19.89 18.99 21.16
C7 -20.12 18.19 23.03
C8 -19.95 16.69 22.97
Br8 -18.12 16.30 22.43
H13 -21.13 18.50 23.30
H14 -19.46 18.68 23.74
H15 -20.60 16.17 22.26
H16 -20.16 16.24 23.94
Br9 -15.28 19.05 23.93
C9 -14.38 17.54 24.76
C10 -15.43 16.49 25.17
Br10 -14.29 15.01 25.88
H17 -13.74 18.05 25.48
H18 -13.78 17.23 23.90
H19 -15.95 16.06 24.31
H20 -16.12 16.81 25.95
Br11 -18.59 21.77 17.94
C11 -18.51 22.01 19.90
C12 -17.71 23.22 20.27
Br12 -17.64 23.47 22.25
H21 -18.10 21.08 20.29
H22 -19.52 22.13 20.28
H23 -18.25 24.07 19.84
H24 -16.71 23.13 19.84
Br13 -20.46 13.27 23.64
C13 -20.21 11.98 25.16
C14 -20.27 10.55 24.60
Br14 -20.00 9.25 26.04
H25 -20.98 12.07 25.93
H26 -19.28 12.12 25.71
H27 -19.39 10.31 23.99
H28 -21.23 10.27 24.18

Results
Energy above the lowest of the compared OMol25 structures with the same formula, charge and spin   176.71 kJ/mol
Gap between HOMO and LUMO   9.59 eV

Results of the natural (NBO) charge analysis, in e, for atoms 1 through 6: atom 1 (Br): -0.0209, atom 2 (C): -0.4403, atom 3 (C): -0.4458, atom 4 (Br): -0.0099, atom 5 (H): 0.2342, atom 6 (H): 0.2275

=====

A cluster of 10 separate species, C14H28Cl16O6 in total at a distorted geometry, computed with ωB97M-V/def2-TZVPD.

Element x y z (Å)
C1 2.41 -5.77 4.51
O1 1.75 -5.64 3.22
C2 1.66 -4.43 2.75
O2 2.05 -3.38 3.34
O3 1.16 -4.53 1.55
C3 0.79 -3.38 0.89
H1 2.69 -6.83 4.54
H2 1.88 -5.49 5.42
H3 3.38 -5.27 4.47
H4 1.66 -2.90 0.45
H5 0.26 -2.68 1.54
H6 0.01 -3.67 0.19
C4 2.18 2.11 -0.73
O4 1.39 3.29 -0.86
C5 1.92 4.55 -0.88
O5 1.20 5.56 -1.00
O6 3.27 4.55 -0.83
C6 4.00 5.72 -1.13
H7 1.62 1.25 -1.10
H8 2.64 2.02 0.26
H9 2.98 2.19 -1.47
H10 5.05 5.50 -1.35
H11 4.08 6.46 -0.34
H12 3.69 6.27 -2.02
Cl1 3.79 -0.70 -2.55
C7 2.60 -2.05 -2.38
Cl2 1.00 -1.35 -2.10
H13 2.63 -2.67 -3.28
H14 3.01 -2.62 -1.54
Cl3 2.40 0.95 3.26
C8 1.58 -0.17 4.38
Cl4 0.87 0.68 5.76
H15 0.79 -0.72 3.88
H16 2.31 -0.89 4.74
Cl5 -0.50 1.79 -2.95
C9 -0.08 1.58 -4.69
Cl6 1.63 2.21 -4.95
H17 -0.06 0.55 -5.03
H18 -0.73 2.25 -5.24
Cl7 -3.78 3.07 -1.29
C10 -2.99 4.62 -0.93
Cl8 -1.94 4.34 0.48
H19 -2.38 4.89 -1.79
H20 -3.72 5.40 -0.75
Cl9 -6.24 -0.58 -3.35
C11 -4.58 -0.63 -2.71
Cl10 -3.28 -0.29 -3.89
H21 -4.52 0.19 -1.99
H22 -4.46 -1.61 -2.25
Cl11 -1.49 -5.56 -3.39
C12 -2.04 -4.78 -1.77
Cl12 -3.80 -4.92 -1.46
H23 -1.50 -5.38 -1.04
H24 -1.68 -3.76 -1.66
Cl13 -1.93 -1.48 -0.23
C13 -1.53 0.22 0.03
Cl14 -0.71 0.37 1.60
H25 -0.83 0.42 -0.78
H26 -2.43 0.83 0.02
Cl15 -3.20 0.76 4.54
C14 -3.91 2.16 3.75
Cl16 -3.85 1.98 2.01
H27 -4.93 2.45 4.03
H28 -3.25 2.97 4.06

Results
Gap between HOMO and LUMO   10.75 eV

Results of the natural (NBO) charge analysis, in e, for atoms 1 through 6: atom 1 (C): -0.2640, atom 2 (O): -0.4785, atom 3 (C): 0.9845, atom 4 (O): -0.6878, atom 5 (O): -0.4834, atom 6 (C): -0.2532

=====

A cluster of 3 separate species, C14H28ClIO8P in total at a distorted geometry, computed with ωB97M-V/def2-TZVPD.

Element x y z (Å)
C1 7.14 -1.73 -0.81
C2 6.74 -1.29 -2.25
C3 5.52 -2.09 -2.81
O1 4.30 -1.36 -2.71
C4 3.58 -1.77 -1.51
C5 2.69 -0.61 -0.98
C6 1.48 -0.30 -1.90
C7 0.23 -1.21 -1.70
C8 0.51 -2.71 -1.43
I1 -0.90 -1.14 -3.61
P1 3.88 0.83 -1.00
O2 3.67 1.62 0.53
Cl1 3.25 2.23 -2.49
H1 6.47 -1.20 -0.11
H2 7.00 -2.81 -0.64
H3 8.17 -1.41 -0.57
H4 6.47 -0.23 -2.28
H5 7.59 -1.50 -2.93
H6 5.68 -2.26 -3.89
H7 5.43 -3.09 -2.35
H8 4.35 -1.95 -0.73
H9 3.05 -2.73 -1.64
H10 1.74 -0.24 -2.98
H11 1.14 0.72 -1.64
H12 -0.49 -0.83 -0.95
H13 1.17 -3.08 -2.23
H14 -0.43 -3.29 -1.51
H15 0.94 -2.82 -0.43
H16 4.11 1.00 1.10
C9 -5.08 -1.21 2.18
O3 -5.63 -0.77 0.95
C10 -4.72 -0.51 0.01
O4 -3.53 -0.61 0.15
O5 -5.35 -0.11 -1.09
C11 -4.47 0.22 -2.17
H17 -5.91 -1.39 2.87
H18 -4.53 -2.14 2.05
H19 -4.44 -0.45 2.61
H20 -3.88 -0.65 -2.47
H21 -3.81 1.05 -1.90
H22 -5.09 0.53 -3.01
C12 -6.04 4.01 4.80
O6 -4.76 4.43 4.35
C13 -4.00 3.45 3.86
O7 -4.32 2.30 3.77
O8 -2.84 3.97 3.48
C14 -1.93 3.02 2.92
H23 -6.56 4.88 5.18
H24 -6.62 3.59 3.97
H25 -5.95 3.28 5.61
H26 -2.35 2.56 2.02
H27 -1.68 2.25 3.65
H28 -1.03 3.56 2.65

Results
Gap between HOMO and LUMO   5.37 eV
Net charge   -1

Results of the natural (NBO) charge analysis, in e, for atoms 1 through 6: atom 1 (C): -0.6183, atom 2 (C): -0.4362, atom 3 (C): -0.0558, atom 4 (O): -0.5809, atom 5 (C): -0.1221, atom 6 (C): -0.7384

=====

| no. | M (g/mol) |
| --- | --- |
| 1 | 428.49 |
| 2 | 520.32 |
| 3 | 352.34 |
| 4 | 306.34 |
| 5 | 397.50 |
| 6 | 349.26 |
| 7 | 1315.03 |
| 8 | 859.62 |
| 9 | 517.70 |